(1)
Density functional theory data (wB97M-V/def2-TZVPD) for a cluster of 7 separate species, C36H66ClIN2O24S in total in a non-equilibrium geometry.

The value obtained for the LUMO energy is -0.015 Eh. For the relative energy (zero: lowest compared OMol25 entry of this formula, charge and spin), the calculation gives 171.0 kcal/mol. The charge is 0.

Each line ends with the Mulliken charge.
Positions of all 131 atoms, in Å:
C  -4.223  -4.062  -0.288  -0.699
C  -4.256  -4.286  1.311  -0.325
C  -3.841  -2.955  2.160  0.381
O  -4.667  -2.605  3.074  -0.586
O  -2.623  -2.233  1.899  -0.070
C  -2.680  -0.915  2.545  -0.820
C  -1.369  -0.029  2.266  -0.812
C  -1.042  0.161  0.667  0.843
C  0.028  -1.059  0.366  -1.157
C  -0.252  -1.780  -1.069  0.033
C  1.123  -2.569  -1.455  -0.313
Cl  0.840  -4.312  -1.964  -0.211
O  -2.173  -0.140  -0.196  -0.231
S  -3.225  1.142  -0.398  1.105
O  -4.577  0.676  0.164  -0.752
O  -3.485  1.552  -1.828  -0.753
C  -2.719  2.573  0.713  -0.871
C  -1.130  2.893  0.422  2.044
C  -1.136  3.658  -1.003  -1.047
C  0.176  4.516  -1.364  -0.624
N  -0.279  5.603  -2.335  -0.541
C  -0.483  3.706  1.651  -1.034
C  -1.342  4.884  2.311  -0.927
C  -2.174  5.834  1.316  -0.674
I  -2.614  4.221  4.007  0.033
C  -0.236  1.512  0.330  -0.683
N  0.461  1.345  -1.003  -0.405
C  1.765  1.548  -0.866  0.714
O  2.932  1.996  -0.959  -0.611
H  -5.100  -4.678  -0.736  0.343
H  -4.465  -2.954  -0.529  0.226
H  -3.213  -4.378  -0.727  0.076
H  -3.607  -5.171  1.656  0.228
H  -5.350  -4.556  1.595  0.261
H  -3.681  -0.371  2.335  0.360
H  -2.684  -1.133  3.691  0.487
H  -1.462  0.996  2.813  0.147
H  -0.486  -0.563  2.809  0.465
H  -0.168  -1.893  1.158  0.508
H  1.118  -0.739  0.517  0.191
H  -1.076  -2.593  -0.955  0.031
H  -0.459  -1.044  -1.921  0.233
H  1.787  -2.595  -0.503  0.163
H  1.731  -1.947  -2.229  0.320
H  -2.912  2.200  1.779  0.011
H  -3.396  3.449  0.388  0.615
H  -2.032  4.404  -1.032  0.530
H  -1.334  2.956  -1.912  0.329
H  0.661  5.082  -0.495  0.092
H  0.939  3.893  -1.986  0.273
H  -1.035  6.155  -1.874  0.261
H  -0.651  5.158  -3.206  0.250
H  0.583  4.127  1.435  0.331
H  -0.306  2.920  2.494  0.388
H  -0.572  5.586  2.833  0.616
H  -3.243  5.493  1.083  0.220
H  -1.546  6.055  0.360  0.049
H  -2.262  6.867  1.848  0.417
H  0.625  1.564  1.115  0.478
C  4.213  1.875  1.142  -0.938
O  5.164  1.354  2.071  -0.095
C  4.863  0.116  2.522  0.652
O  3.895  -0.536  2.204  -0.568
O  5.823  -0.270  3.384  -0.341
C  5.625  -1.570  3.937  -0.733
H  4.547  2.870  0.842  0.237
H  4.162  1.248  0.256  0.378
H  3.229  1.967  1.610  0.403
H  5.626  -2.329  3.151  0.275
H  4.695  -1.608  4.510  0.315
H  6.456  -1.775  4.615  0.259
C  0.553  -6.970  0.725  -0.455
O  -0.152  -8.210  0.686  -0.310
C  -1.383  -8.129  0.147  0.747
O  -1.905  -7.126  -0.285  -0.578
O  -1.931  -9.358  0.172  -0.204
C  -3.248  -9.424  -0.373  -0.637
H  1.529  -7.153  1.178  0.256
H  0.709  -6.583  -0.285  0.156
H  0.018  -6.242  1.340  0.233
H  -3.245  -9.134  -1.427  0.299
H  -3.934  -8.794  0.199  0.311
H  -3.588  -10.458  -0.301  0.161
C  1.363  10.205  -6.861  -0.602
O  2.315  9.690  -5.933  -0.321
C  2.028  8.457  -5.473  0.770
O  1.066  7.791  -5.780  -0.525
O  2.999  8.096  -4.614  -0.330
C  2.824  6.800  -4.044  -0.497
H  1.695  11.200  -7.163  0.213
H  1.312  9.574  -7.751  0.279
H  0.379  10.296  -6.394  0.280
H  2.831  6.032  -4.822  0.279
H  1.898  6.754  -3.464  0.191
H  3.662  6.614  -3.370  0.247
C  -4.598  3.604  -3.800  -0.123
O  -3.484  4.008  -4.597  -0.161
C  -3.808  4.760  -5.665  0.656
O  -4.925  5.101  -5.981  -0.544
O  -2.672  5.067  -6.319  -0.307
C  -2.864  5.869  -7.483  -0.675
H  -4.215  3.005  -2.972  -0.191
H  -5.114  4.475  -3.388  0.320
H  -5.286  2.987  -4.383  0.357
H  -3.310  6.831  -7.219  0.294
H  -3.482  5.344  -8.215  0.310
H  -1.884  6.053  -7.927  0.229
C  -0.792  -12.575  1.965  -0.553
O  -1.488  -13.601  2.671  -0.312
C  -2.754  -13.793  2.257  0.774
O  -3.313  -13.186  1.372  -0.538
O  -3.290  -14.780  3.000  -0.328
C  -4.641  -15.094  2.668  -0.615
H  0.215  -12.506  2.380  0.245
H  -0.711  -12.823  0.904  0.284
H  -1.287  -11.610  2.100  0.243
H  -4.713  -15.443  1.635  0.287
H  -5.289  -14.229  2.831  0.290
H  -4.969  -15.899  3.328  0.219
C  9.360  5.941  5.407  -0.622
O  8.645  4.713  5.526  -0.317
C  8.281  4.168  4.348  0.754
O  8.510  4.627  3.253  -0.544
O  7.621  3.024  4.604  -0.295
C  7.171  2.331  3.437  -0.541
H  9.600  6.287  6.413  0.223
H  10.295  5.791  4.861  0.288
H  8.744  6.700  4.918  0.288
H  8.020  2.038  2.813  0.295
H  6.470  2.946  2.872  0.251
H  6.658  1.433  3.761  0.341

=====

(2)
Density functional theory data (wB97M-V/def2-TZVPD) for a cluster of 10 separate species, C4H30N2O11 in total in a non-equilibrium geometry.

The value obtained for the LUMO energy is 0.007 Eh. For the relative energy (zero: lowest compared OMol25 entry of this formula, charge and spin), the calculation gives 86.3 kcal/mol. The charge is 0.

Each line ends with the Mulliken charge.
Positions of all 47 atoms, in Å:
C  1.557  -0.796  0.541  -1.271
N  0.651  -1.758  1.146  0.119
C  0.429  -1.668  2.539  -0.424
O  -0.503  -0.536  2.776  -0.633
C  0.832  0.484  0.033  1.575
N  1.844  1.590  -0.004  -0.487
C  3.287  1.173  -0.286  -0.584
O  3.460  0.330  -1.352  -0.486
H  2.274  -0.595  1.387  0.191
H  2.172  -1.166  -0.224  0.391
H  -0.225  -2.110  0.686  0.232
H  1.318  -1.341  3.036  0.298
H  -0.181  -2.460  2.994  0.320
H  -0.907  -0.218  1.941  0.348
H  0.266  0.318  -0.903  -0.542
H  0.065  0.832  0.718  -0.259
H  1.553  2.192  -0.814  0.360
H  3.716  0.778  0.642  0.343
H  3.790  2.197  -0.457  0.343
H  3.345  0.731  -2.232  0.327
H  -0.128  1.583  -2.618  0.342
H  -0.778  2.723  -3.225  0.338
O  -0.026  2.590  -2.675  -0.741
H  -1.180  3.265  -1.267  0.382
H  -2.405  3.692  -0.396  0.272
O  -2.119  3.082  -1.056  -0.598
H  -2.679  1.995  1.685  0.300
H  -4.118  1.954  2.230  0.291
O  -3.619  1.890  1.442  -0.638
H  1.803  -4.336  -0.137  0.348
H  1.250  -4.472  1.189  0.320
O  0.996  -4.755  0.297  -0.709
H  -2.672  0.968  -2.878  0.291
H  -2.038  0.144  -3.960  0.291
O  -1.972  1.028  -3.565  -0.631
H  -0.226  -3.974  -0.763  0.312
H  -1.753  -3.864  -0.867  0.226
O  -0.961  -3.341  -0.748  -0.570
H  -1.687  1.649  -0.555  0.329
H  -2.788  0.665  0.016  0.307
O  -1.904  0.649  -0.420  -0.554
H  0.494  -2.068  -2.525  0.351
H  -0.485  -1.473  -1.755  0.145
O  -0.109  -1.312  -2.644  -0.577
H  -0.318  0.832  3.847  0.367
H  0.698  1.760  4.433  0.303
O  -0.023  1.152  4.746  -0.658

=====

(3)
Density functional theory data (wB97M-V/def2-TZVPD) for a structure of composition C30H44N3O13 in a non-equilibrium geometry.

The value obtained for the LUMO energy is -0.158 Eh. For the relative energy (zero: lowest compared OMol25 entry of this formula, charge and spin), the calculation gives 116.2 kcal/mol. The charge is +1.

Each line ends with the Mulliken charge.
Positions of all 90 atoms, in Å:
C  0.275  4.263  -1.717  -0.777
C  0.977  4.044  -0.367  0.560
O  1.068  4.929  0.513  -0.515
N  1.711  2.742  -0.330  0.526
H  1.039  2.141  0.090  -0.237
H  1.795  2.170  -1.225  0.553
C  3.052  2.658  0.493  -0.703
H  -0.728  4.902  -1.441  0.254
H  -0.146  3.232  -2.062  0.174
H  0.934  4.724  -2.396  0.444
H  3.522  1.774  0.280  0.356
H  2.858  2.603  1.653  0.268
H  3.821  3.446  -0.022  0.336
C  2.567  -1.246  -1.569  -0.626
C  2.745  -2.161  -2.817  0.184
O  2.963  -3.274  -2.652  -0.381
N  2.863  -1.532  -4.137  0.250
H  2.797  -0.694  -4.183  0.160
H  3.713  -1.913  -4.527  0.406
C  1.876  -2.038  -5.118  -0.543
H  3.432  -0.713  -1.539  0.951
H  2.688  -1.764  -0.738  0.578
H  1.666  -0.673  -1.584  -0.380
H  0.950  -1.367  -4.782  -0.012
H  1.463  -3.136  -4.965  0.288
H  2.005  -2.004  -6.176  0.420
N  0.698  -0.495  0.190  1.276
O  1.390  0.063  1.029  -0.782
O  0.692  -1.762  0.173  -0.068
O  0.409  0.170  -0.848  -0.698
C  3.357  -0.552  5.476  -1.804
C  2.506  -0.601  4.177  0.731
C  1.372  0.398  4.386  -1.616
O  3.291  -0.370  3.084  -0.610
H  2.907  -0.185  6.332  0.454
H  4.036  0.221  5.389  0.467
H  3.742  -1.467  5.502  0.461
H  2.022  -1.583  4.142  0.238
H  1.665  1.312  4.536  0.718
H  0.752  0.142  5.142  0.741
H  0.626  0.304  3.581  -0.139
H  2.902  -0.535  2.315  0.248
C  -1.212  3.056  2.773  -1.522
C  -0.766  2.542  1.392  2.655
C  -1.536  3.307  0.327  -1.057
O  0.623  2.665  1.201  -0.625
H  -1.100  4.172  2.923  0.289
H  -0.622  2.563  3.428  0.501
H  -2.239  2.663  3.073  0.262
H  -1.286  1.568  1.228  -1.256
H  -2.750  3.214  0.393  0.343
H  -1.251  2.850  -0.826  -0.512
H  -1.469  4.340  0.192  0.747
H  0.943  1.775  1.142  -0.453
C  -2.498  -0.979  1.352  0.063
C  -1.988  -1.287  2.622  -0.830
C  -2.794  -0.763  3.885  0.325
O  -2.425  -0.891  5.009  -0.515
C  -3.980  0.063  3.626  -0.629
C  -4.331  0.336  2.218  -0.358
C  -3.684  -0.125  1.092  0.685
O  -3.985  0.114  -0.061  -0.651
H  -1.700  -1.456  0.648  0.164
H  -1.333  -2.093  2.786  0.689
H  -4.501  0.211  4.572  0.441
H  -5.276  0.908  2.045  0.396
C  -1.669  -5.385  -2.265  -0.505
C  -0.712  -6.363  -1.670  -0.416
C  0.380  -5.931  -0.615  0.009
O  1.110  -6.644  0.011  -0.530
C  0.439  -4.516  -0.423  -0.320
C  -0.458  -3.554  -0.909  0.635
C  -1.480  -3.958  -1.937  0.682
O  -2.144  -3.085  -2.605  -0.612
H  -2.639  -5.648  -2.947  0.284
H  -0.707  -7.490  -1.690  0.343
H  1.226  -4.096  0.276  0.300
H  -0.223  -2.482  -0.614  -0.241
C  -2.926  1.485  -1.671  -0.897
C  -2.037  0.239  -1.723  -0.387
C  -1.330  -0.071  -3.150  0.135
O  -0.605  -1.069  -3.219  -0.295
C  -1.487  0.892  -4.245  -1.029
C  -2.370  2.010  -4.057  -0.523
C  -3.004  2.429  -2.819  0.601
O  -3.681  3.476  -2.817  -0.617
H  -3.457  1.581  -0.636  0.805
H  -2.180  -0.382  -0.909  0.981
H  -0.864  0.747  -4.911  0.932
H  -2.279  2.882  -4.752  0.360

=====

(4)
Density functional theory data (wB97M-V/def2-TZVPD) for an isolated molecule of C13H10NO4P in a non-equilibrium geometry.

The value obtained for the LUMO energy is -0.053 Eh. The charge is 0.

Each line ends with the Mulliken charge.
Positions of all 29 atoms, in Å:
O  2.395  -3.369  0.301  -0.419
C  1.318  -2.962  0.616  -0.263
C  0.308  -2.338  -0.417  -0.479
C  0.731  -0.866  -0.609  0.489
C  -0.100  0.194  -0.504  0.519
C  -1.574  0.036  -0.214  0.144
C  -2.419  -0.847  -0.965  -0.339
C  -3.785  -0.950  -0.640  -0.225
N  -4.507  -0.300  0.295  -0.588
C  -3.671  0.512  0.973  -0.290
C  -2.285  0.720  0.822  -0.319
C  0.569  1.585  -0.699  0.000
O  0.083  2.474  -1.316  -0.458
C  1.984  1.704  -0.051  0.496
P  2.571  3.198  0.877  0.347
O  1.934  4.471  0.440  -0.590
C  2.810  0.653  -0.183  -0.697
C  2.229  -0.580  -0.929  0.153
O  2.847  -1.234  -1.706  -0.471
H  1.070  -3.007  1.713  0.362
H  0.290  -2.924  -1.356  0.324
H  -0.681  -2.387  0.092  0.356
H  -1.998  -1.451  -1.785  0.394
H  -4.372  -1.678  -1.240  0.321
H  -4.163  1.102  1.775  0.332
H  -1.751  1.409  1.497  0.362
H  2.335  3.000  2.275  0.097
H  3.993  3.197  0.724  0.067
H  3.839  0.636  0.212  0.373

=====

(5)
Density functional theory data (wB97M-V/def2-TZVPD) for a cluster of 7 separate species, C18H23N7O5 in total.

The value obtained for the LUMO energy is 0.006 Eh. For the relative energy (zero: lowest compared OMol25 entry of this formula, charge and spin), the calculation gives 91.7 kcal/mol. The charge is 0.

Each line ends with the Mulliken charge.
Positions of all 53 atoms, in Å:
N  -1.273  -5.710  -1.142  -0.473
C  -0.295  -5.107  -1.195  0.591
O  0.808  -4.444  -1.325  -0.476
C  1.259  -3.662  -0.189  1.116
C  0.274  -2.573  0.212  -0.642
C  -0.632  -2.946  1.380  -0.073
O  -1.550  -3.711  1.286  -0.420
C  2.625  -3.122  -0.629  -0.640
O  3.491  -4.190  -0.198  -0.358
C  2.967  -4.561  0.990  0.512
O  3.538  -4.853  1.980  -0.473
O  1.587  -4.512  0.879  -0.417
H  -0.346  -2.294  -0.640  0.356
H  0.854  -1.698  0.498  0.228
H  -0.413  -2.441  2.338  0.386
H  2.882  -2.224  -0.071  0.370
H  2.713  -3.013  -1.703  0.344
C  -4.477  -6.226  -0.175  -0.521
C  -5.788  -5.587  -0.186  0.316
N  -6.818  -5.082  -0.197  -0.379
H  -4.326  -6.783  -1.097  0.263
H  -3.691  -5.478  -0.091  0.065
H  -4.406  -6.908  0.670  0.266
C  -1.289  1.585  0.185  -0.340
C  -0.112  0.950  -0.388  0.521
N  0.809  0.453  -0.862  -0.533
H  -1.957  0.835  0.605  0.262
H  -0.985  2.266  0.975  0.036
H  -1.818  2.139  -0.591  0.054
C  -2.394  1.361  -4.175  -0.665
C  -2.941  2.346  -3.249  0.384
N  -3.357  3.112  -2.502  -0.459
H  -1.518  0.887  -3.735  0.228
H  -3.141  0.599  -4.388  0.316
H  -2.105  1.840  -5.106  0.198
C  0.884  4.355  3.378  -0.709
C  0.759  2.924  3.131  0.336
N  0.660  1.795  2.946  -0.389
H  1.896  4.689  3.164  0.234
H  0.194  4.905  2.740  0.302
H  0.648  4.570  4.418  0.245
C  1.596  2.747  -5.337  -0.729
C  0.615  1.915  -6.021  0.382
N  -0.154  1.252  -6.556  -0.420
H  1.339  2.832  -4.282  0.239
H  2.584  2.299  -5.425  0.276
H  1.613  3.740  -5.781  0.272
C  3.293  6.761  6.393  -0.741
C  3.013  6.839  4.965  0.375
N  2.792  6.902  3.840  -0.416
H  2.793  5.895  6.823  0.266
H  4.365  6.669  6.554  0.271
H  2.934  7.661  6.889  0.264

=====

(6)
Density functional theory data (wB97M-V/def2-TZVPD) for an isolated molecule of C7H8N2O2 in a non-equilibrium geometry.

The value obtained for the LUMO energy is -0.008 Eh. For the relative energy (zero: lowest compared OMol25 entry of this formula, charge and spin), the calculation gives 89.1 kcal/mol. The charge is 0.

Each line ends with the Mulliken charge.
Positions of all 19 atoms, in Å:
C  -1.686  1.824  0.111  -1.545
C  -0.627  0.747  -0.034  0.831
C  0.726  0.974  -0.125  -0.734
C  1.642  -0.071  -0.101  0.064
C  1.314  -1.396  -0.020  -0.589
C  -0.062  -1.653  0.094  -0.839
C  -1.024  -0.624  -0.034  0.857
H  -1.337  2.775  -0.139  0.389
H  -2.273  1.602  0.997  0.381
H  -2.433  1.482  -0.691  0.336
H  1.148  1.951  -0.186  0.481
H  2.181  -2.064  -0.040  0.475
H  -0.422  -2.644  0.134  0.289
H  -2.999  -0.382  0.085  0.167
H  -2.390  -1.997  -0.188  0.199
N  -2.288  -1.037  0.017  -0.434
N  3.088  0.092  -0.015  0.866
O  3.520  1.273  0.083  -0.589
O  3.921  -0.851  0.052  -0.606